Formula: C4H10NO
Source: OMol25
Level of theory: the ωB97M-V functional and the def2-TZVPD basis

Properties
relative energy (zero: lowest compared OMol25 entry of this formula, charge and spin) = 58.4 kcal per mole
LUMO = -5.8 eV
net charge = +1

Last column: natural (NBO) charge in e.
Atoms and positions in Å:
C (1.52381, 0.97532, 1.05817)  -0.6622
C (1.08156, 0.35078, -0.21214)  0.1084
C (1.69165, 0.42758, -1.37594)  -0.3187
C (-0.39944, -1.44876, 0.66953)  0.1990
N (-0.18691, -0.40856, -0.07575)  -0.4294
H (1.35086, 0.39583, 1.96464)  0.2294
H (2.56954, 1.26524, 1.03853)  0.2670
H (0.92601, 1.87070, 1.26832)  0.2420
H (1.33469, 0.04994, -2.32051)  0.2351
H (2.67341, 0.88171, -1.42436)  0.2356
H (-1.23242, -1.37898, 1.36016)  0.2304
H (0.07838, -2.37861, 0.37030)  0.2335
H (-0.96341, 0.25027, 0.01387)  0.4256
H (-3.98529, -0.84311, -0.86730)  0.4960
H (-3.34291, 0.45446, -0.81244)  0.4771
O (-3.11952, -0.46380, -0.65506)  -0.9688

Forces on the atoms, in the same order (eV/Å):
C -0.529 0.583 0.992
C 0.711 -1.295 -1.296
C 0.502 -0.009 -0.214
C -0.530 0.085 -1.971
N -0.688 1.301 2.045
H 0.164 -0.530 -0.213
H 0.024 0.004 -0.247
H 0.145 0.150 -0.266
H -0.297 -0.311 0.127
H -0.152 0.310 0.082
H -0.364 -0.606 -0.387
H 0.887 0.106 1.108
H 0.059 0.102 0.170
H 0.295 -0.557 0.151
H 0.248 0.598 -0.011
O -0.476 0.068 -0.068